[1]
Below is a cluster of 12 separate species, C48H126N6O18 in total, with properties calculated with ωB97M-V/def2-TZVPD.

Structure (ORCA input):
```
! RIJCOSX wB97M-V def2-TZVPD def2/J DEFGRID3
* xyz 0 1
C 19.801 -9.279 12.309
O 18.886 -9.896 13.232
C 17.564 -9.349 13.325
C 17.468 -7.845 13.768
N 18.083 -7.720 15.070
C 17.825 -6.326 15.525
C 18.519 -5.995 16.803
O 19.921 -5.907 16.660
C 20.650 -5.346 17.734
H 20.685 -9.911 12.217
H 20.142 -8.295 12.631
H 19.483 -9.205 11.269
H 17.068 -10.030 14.017
H 17.056 -9.548 12.382
H 16.405 -7.625 13.864
H 17.773 -7.133 13.001
H 19.075 -7.908 15.116
H 16.749 -6.287 15.694
H 18.214 -5.681 14.737
H 18.140 -6.603 17.625
H 18.123 -4.993 16.967
H 21.528 -4.825 17.352
H 20.983 -6.155 18.384
H 20.075 -4.751 18.444
C 19.724 -17.607 11.086
O 20.738 -16.714 10.525
C 21.810 -16.491 11.397
C 21.602 -15.183 12.170
N 20.898 -15.318 13.445
C 20.666 -13.985 14.118
C 20.039 -14.181 15.521
O 18.709 -14.620 15.457
C 17.786 -13.776 14.826
H 19.114 -16.887 11.631
H 20.178 -18.421 11.651
H 18.989 -18.048 10.412
H 22.666 -16.373 10.733
H 22.038 -17.308 12.082
H 21.216 -14.327 11.616
H 22.603 -14.836 12.424
H 20.096 -15.928 13.503
H 20.086 -13.252 13.558
H 21.686 -13.626 14.256
H 19.953 -13.234 16.052
H 20.619 -14.789 16.215
H 17.970 -13.854 13.755
H 17.893 -12.740 15.146
H 16.797 -14.172 15.054
C 28.013 -5.179 17.469
O 26.706 -5.582 17.781
C 25.812 -5.977 16.701
C 24.292 -6.277 17.149
N 24.301 -7.161 18.331
C 24.626 -8.555 17.967
C 25.382 -9.210 19.238
O 26.607 -8.507 19.554
C 27.675 -8.990 18.779
H 28.641 -6.008 17.142
H 28.515 -4.640 18.272
H 28.050 -4.493 16.622
H 26.286 -6.811 16.183
H 25.709 -5.254 15.892
H 23.699 -6.742 16.360
H 23.779 -5.362 17.443
H 25.034 -6.831 18.943
H 25.274 -8.581 17.090
H 23.759 -9.177 17.744
H 25.550 -10.282 19.138
H 24.763 -9.173 20.134
H 27.431 -9.039 17.718
H 28.043 -9.973 19.076
H 28.566 -8.379 18.923
C 26.699 -15.620 21.325
O 27.068 -14.690 20.281
C 28.041 -13.697 20.686
C 28.398 -12.945 19.371
N 27.157 -12.560 18.669
C 27.466 -12.507 17.254
C 26.282 -12.242 16.285
O 25.215 -13.140 16.551
C 24.171 -13.268 15.665
H 27.604 -16.085 21.715
H 26.066 -16.409 20.918
H 26.117 -15.129 22.105
H 28.985 -14.108 21.044
H 27.659 -13.057 21.481
H 29.002 -13.621 18.766
H 29.061 -12.111 19.602
H 26.518 -13.318 18.864
H 27.964 -13.427 16.947
H 28.209 -11.761 16.972
H 26.607 -12.413 15.258
H 25.969 -11.198 16.318
H 23.730 -12.291 15.467
H 23.420 -13.974 16.022
H 24.590 -13.681 14.747
C 16.249 -9.473 17.126
O 15.719 -10.133 18.294
C 16.075 -11.494 18.420
C 15.098 -12.295 19.350
N 13.829 -12.382 18.588
C 12.779 -12.930 19.408
C 11.446 -13.056 18.589
O 10.938 -11.767 18.316
C 10.036 -11.802 17.154
H 17.335 -9.533 17.056
H 15.837 -8.471 17.239
H 15.759 -9.937 16.271
H 17.134 -11.568 18.667
H 16.080 -11.942 17.427
H 15.092 -11.702 20.265
H 15.530 -13.266 19.594
H 13.667 -11.451 18.233
H 12.634 -12.214 20.217
H 13.052 -13.811 19.988
H 10.700 -13.606 19.163
H 11.639 -13.580 17.653
H 9.225 -12.467 17.452
H 10.476 -12.195 16.238
H 9.676 -10.808 16.892
C 29.146 -10.178 14.722
O 28.057 -9.318 14.525
C 27.154 -9.902 13.620
C 26.164 -8.917 12.955
N 25.360 -8.270 13.972
C 24.256 -9.081 14.514
C 23.447 -9.836 13.448
O 23.990 -11.092 13.092
C 23.401 -11.717 11.939
H 28.989 -11.247 14.864
H 29.810 -9.882 15.535
H 29.683 -10.084 13.778
H 26.594 -10.692 14.120
H 27.712 -10.403 12.829
H 25.516 -9.400 12.223
H 26.743 -8.147 12.444
H 26.074 -7.974 14.621
H 23.544 -8.511 15.111
H 24.485 -9.904 15.191
H 23.311 -9.217 12.561
H 22.407 -9.990 13.736
H 23.817 -11.306 11.019
H 22.332 -11.511 11.880
H 23.468 -12.805 11.937
C 22.399 -5.312 14.173
C 21.540 -6.455 13.723
O 21.373 -7.378 14.793
H 23.420 -5.580 14.445
H 21.940 -4.665 14.921
H 22.420 -4.749 13.240
H 22.028 -6.927 12.871
H 20.567 -6.060 13.430
H 21.216 -6.788 15.534
C 20.050 -12.851 19.690
C 18.835 -13.369 20.446
O 18.432 -12.409 21.389
H 20.507 -13.667 19.129
H 20.865 -12.454 20.294
H 19.816 -12.161 18.879
H 19.019 -14.302 20.979
H 18.077 -13.686 19.730
H 18.442 -12.871 22.230
C 19.258 -9.233 19.268
C 18.357 -8.708 20.487
O 18.493 -9.562 21.555
H 20.287 -9.319 19.617
H 19.228 -8.501 18.461
H 18.937 -10.194 18.864
H 17.303 -8.599 20.232
H 18.726 -7.697 20.662
H 18.322 -10.435 21.195
C 21.696 -10.531 16.819
C 20.315 -10.537 16.144
O 20.434 -11.091 14.872
H 22.445 -9.983 16.248
H 22.113 -11.534 16.912
H 21.538 -10.011 17.764
H 19.982 -9.501 16.092
H 19.544 -11.053 16.716
H 19.777 -10.709 14.285
C 24.425 -12.953 20.885
C 23.811 -13.929 19.836
O 23.546 -13.121 18.724
H 23.659 -12.197 21.060
H 25.275 -12.385 20.507
H 24.749 -13.425 21.813
H 22.901 -14.397 20.212
H 24.554 -14.688 19.590
H 24.127 -13.323 17.987
C 18.124 -12.461 11.474
C 16.678 -12.302 11.018
O 15.721 -13.151 11.698
H 18.769 -11.910 10.790
H 18.420 -13.509 11.510
H 18.327 -12.207 12.515
H 16.436 -12.641 10.011
H 16.385 -11.260 11.146
H 15.501 -12.693 12.513
*
```

Lowest unoccupied orbital energy, hartree: 0.017
SMILES: COCCNCCOC.COCCNCCOC.COCCNCCOC.COCCNCCOC.COCCNCCOC.COCCNCCOC.CCO.CCO.CCO.CCO.CCO.CCO
Energy, a.u.: -3586.82009
HOMO-LUMO gap, eV: 8.78
Strongest force on any atom, eV Å⁻¹: 2.8

Atomic partial charges in e from the Löwdin method, atoms 1 to 6:
1. C -0.049
2. O -0.247
3. C -0.150
4. C -0.199
5. N -0.037
6. C -0.189

***

[2]
Below is a structure of composition C11H9Cl3N2O3S6SiW, with properties calculated with ωB97M-V/def2-TZVPD.

Structure (ORCA input):
```
! RIJCOSX wB97M-V def2-TZVPD def2/J DEFGRID3
* xyz 0 3
W 1.030 1.035 0.317
S 5.510 2.001 5.811
C 4.579 1.678 4.520
S 3.349 0.447 4.507
C 2.886 0.588 2.837
C 3.574 1.524 2.108
S 3.311 1.819 0.431
S 4.789 2.428 2.968
S 1.641 -0.432 2.215
C -3.594 0.377 0.853
C -2.168 0.506 0.631
N -1.040 0.636 0.469
H -3.877 -0.648 0.647
H -4.136 1.024 0.165
H -3.827 0.619 1.889
Cl 0.550 2.706 1.840
Si 0.478 2.394 -1.654
Cl -1.345 2.706 -2.473
Cl 1.802 3.402 -2.820
N 2.076 -0.639 -0.872
C 0.781 -1.154 -1.206
C 0.162 -0.663 -2.363
C -1.160 -0.962 -2.602
C -1.866 -1.750 -1.695
C -1.217 -2.321 -0.606
C 0.115 -2.034 -0.359
S -3.646 -1.908 -1.900
O -3.819 -2.931 -2.901
O -4.093 -2.245 -0.558
O -3.990 -0.553 -2.310
H 2.610 -1.228 -0.241
H 2.636 -0.395 -1.681
H 0.734 -0.061 -3.066
H -1.676 -0.556 -3.463
H -1.783 -2.958 0.061
H 0.624 -2.453 0.501
*
```

Lowest unoccupied orbital energy (spin up / spin down), hartree: -0.096 / -0.111
Energy, a.u.: -4886.21086
HOMO-LUMO gap (spin up / spin down), eV: 5.54 / 5.16
Strongest force on any atom, eV Å⁻¹: 1.8

Atomic partial charges in e from the Löwdin method, atoms 1 to 6:
1. W 0.582
2. S 0.588
3. C -1.498
4. S 0.920
5. C -1.145
6. C -1.142

***

[3]
Below is a cluster of 2 separate species, C2H5FN2O3 in total, with properties calculated with ωB97M-V/def2-TZVPD.

Structure (ORCA input):
```
! RIJCOSX wB97M-V def2-TZVPD def2/J DEFGRID3
* xyz 0 1
C -0.911 -0.687 -0.533
C -0.224 0.273 0.399
N -0.208 1.620 0.271
N 1.953 -0.186 -0.124
O 2.581 0.847 -0.170
O 2.261 -1.317 -0.392
O -2.134 -1.143 -0.012
F -0.178 -0.145 1.677
H -0.231 -1.533 -0.732
H -1.139 -0.186 -1.474
H 0.356 2.109 0.954
H -0.160 1.985 -0.666
H -1.967 -1.637 0.801
*
```

Lowest unoccupied orbital energy (spin up / spin down), hartree: 0.006 / 0.006
Energy, a.u.: -514.16735
HOMO-LUMO gap (spin up / spin down), eV: 8.43 / 8.43
Strongest force on any atom, eV Å⁻¹: 4.1

Atomic partial charges in e from the Löwdin method, atoms 1 to 6:
1. C -0.183
2. C -0.309
3. N 0.193
4. N -0.352
5. O -0.026
6. O -0.010

***

[4]
Below is an isolated molecule of C5H6N4, with properties calculated with ωB97M-V/def2-TZVPD.

Structure (ORCA input):
```
! RIJCOSX wB97M-V def2-TZVPD def2/J DEFGRID3
* xyz 0 1
C -0.160 -1.989 -0.475
C -1.256 -1.237 0.177
C -1.198 -0.195 1.042
N -0.135 0.658 1.383
N -0.194 1.858 0.747
C 0.173 1.872 -0.532
N 0.482 0.667 -1.160
N 1.283 -0.078 -0.534
C 1.082 -1.457 -0.748
H -0.107 -3.088 -0.408
H -2.276 -1.645 -0.020
H -2.136 0.204 1.195
H 0.746 0.090 1.362
H -0.173 2.828 -1.094
H 2.043 -2.091 -0.865
*
```

Lowest unoccupied orbital energy, hartree: -0.030
SMILES: c1cc[nH]ncnnc1
Energy, a.u.: -412.95101
HOMO-LUMO gap, eV: 7.62
Strongest force on any atom, eV Å⁻¹: 4.8

Atomic partial charges in e from the Löwdin method, atoms 1 to 6:
1. C -0.079
2. C -0.099
3. C -0.146
4. N -0.108
5. N 0.037
6. C -0.163

***

[5]
Below is a structure of composition C36H84BeClN6O8, with properties calculated with ωB97M-V/def2-TZVPD.

Structure (ORCA input):
```
! RIJCOSX wB97M-V def2-TZVPD def2/J DEFGRID3
* xyz 3 1
Be -4.882 -0.703 8.229
N -1.863 5.569 2.987
H -1.248 6.368 3.043
H -2.683 5.765 3.544
H -1.336 4.799 3.374
H -2.217 5.370 2.062
N 0.938 -5.680 3.240
H 0.775 -6.288 4.029
H 1.737 -5.984 2.703
H 0.979 -4.740 3.607
H 0.135 -5.725 2.629
Cl 0.274 0.289 4.690
O -1.125 0.339 5.078
O 1.122 0.007 5.815
O 0.411 -0.643 3.633
O 0.713 1.603 4.277
C -1.559 -5.538 -1.388
C -2.644 -6.671 -1.395
C -2.170 -7.709 -2.476
C -2.913 -9.048 -2.405
C -2.628 -9.641 -0.963
C -3.174 -8.645 0.185
N -2.700 -7.291 -0.074
O -2.938 -6.441 0.998
C -4.748 -8.679 0.324
C -2.455 -9.210 1.418
C -4.011 -6.124 -1.773
H -0.536 -5.854 -1.181
H -1.807 -4.826 -0.600
H -1.607 -5.054 -2.363
H -2.337 -7.238 -3.445
H -1.126 -7.906 -2.230
H -2.591 -9.802 -3.124
H -3.967 -8.925 -2.654
H -1.544 -9.729 -0.889
H -3.033 -10.653 -0.935
H -5.129 -8.051 1.129
H -5.344 -8.411 -0.549
H -5.123 -9.664 0.598
H -2.555 -8.610 2.322
H -2.792 -10.235 1.574
H -1.385 -9.300 1.227
H -4.772 -6.905 -1.761
H -3.982 -5.659 -2.759
H -4.430 -5.418 -1.057
H -3.896 -6.388 1.018
C 0.793 12.238 2.719
C 0.402 10.912 2.016
C 0.569 10.916 0.502
C 2.071 10.859 0.117
C 2.760 9.645 0.742
C 2.603 9.447 2.324
N 1.111 9.744 2.570
O 0.834 9.370 3.810
C 2.865 8.045 2.729
C 3.599 10.410 3.052
C -1.094 10.732 2.145
H 0.770 12.208 3.808
H 0.084 13.014 2.432
H 1.743 12.735 2.520
H 0.227 9.906 0.274
H -0.149 11.560 -0.007
H 2.597 11.771 0.398
H 1.993 10.991 -0.962
H 3.827 9.509 0.562
H 2.332 8.783 0.231
H 2.415 7.257 2.125
H 3.949 7.935 2.780
H 2.565 7.672 3.708
H 3.345 11.464 2.941
H 3.747 10.206 4.112
H 4.600 10.346 2.625
H -1.747 11.509 1.748
H -1.436 10.390 3.122
H -1.318 9.811 1.607
H 1.251 10.113 4.253
C -0.985 3.829 -1.965
C -2.392 3.332 -2.339
C -2.728 2.171 -1.474
C -4.158 1.619 -1.402
C -5.074 2.778 -1.094
C -4.846 4.007 -2.001
N -3.426 4.308 -2.099
O -3.195 5.493 -2.715
C -5.481 3.738 -3.381
C -5.590 5.144 -1.255
C -2.412 2.867 -3.797
H -0.967 4.189 -0.936
H -0.717 4.735 -2.509
H -0.195 3.161 -2.308
H -2.190 1.290 -1.824
H -2.428 2.332 -0.438
H -4.336 0.827 -0.675
H -4.481 1.216 -2.363
H -4.907 3.066 -0.057
H -6.096 2.407 -1.029
H -4.950 4.288 -4.159
H -5.736 2.699 -3.591
H -6.516 4.065 -3.281
H -5.099 5.463 -0.336
H -5.662 6.076 -1.816
H -6.593 4.901 -0.902
H -2.428 3.751 -4.434
H -3.242 2.170 -3.912
H -1.531 2.282 -4.061
H -3.203 5.250 -3.644
C 7.131 -4.957 -0.464
C 5.576 -4.844 -0.692
C 5.256 -4.442 -2.198
C 5.466 -5.535 -3.195
C 4.816 -6.760 -2.694
C 5.023 -7.197 -1.260
N 4.826 -6.060 -0.375
O 4.991 -6.430 0.916
C 3.950 -8.263 -0.809
C 6.402 -7.815 -1.172
C 4.848 -3.679 0.115
H 7.443 -5.519 0.417
H 7.715 -5.340 -1.301
H 7.403 -3.918 -0.280
H 4.220 -4.121 -2.310
H 5.816 -3.522 -2.368
H 4.906 -5.271 -4.092
H 6.539 -5.620 -3.370
H 5.024 -7.568 -3.396
H 3.745 -6.637 -2.852
H 3.754 -8.966 -1.618
H 2.949 -7.883 -0.602
H 4.298 -8.753 0.100
H 6.277 -8.878 -1.379
H 7.011 -7.924 -0.274
H 7.131 -7.491 -1.915
H 5.373 -2.725 0.065
H 3.828 -3.440 -0.184
H 4.788 -3.868 1.187
H 5.917 -6.241 1.084
*
```

Lowest unoccupied orbital energy, hartree: -0.447
Energy, a.u.: -2825.68522
HOMO-LUMO gap, eV: 1.05
Strongest force on any atom, eV Å⁻¹: 3.9

Atomic partial charges in e from the Löwdin method, atoms 1 to 6:
1. Be 0.425
2. N 0.365
3. H 0.154
4. H 0.160
5. H 0.161
6. H 0.152

***

[6]
Below is an isolated molecule of C2H5N3S, with properties calculated with ωB97M-V/def2-TZVPD.

Structure (ORCA input):
```
! RIJCOSX wB97M-V def2-TZVPD def2/J DEFGRID3
* xyz 0 1
H 2.796 0.832 0.809
N 2.817 -0.196 0.465
C 1.706 -0.478 -0.017
N 0.606 0.377 -0.329
C -0.633 -0.146 -0.244
N -1.664 0.491 0.067
S -3.152 -0.303 0.216
H 1.518 -1.494 -0.445
H 0.670 1.443 -0.141
H -0.681 -1.199 -0.517
H -3.983 0.672 0.137
*
```

Lowest unoccupied orbital energy, hartree: 0.034
SMILES: [H]/N=C\N/C=N/S
Energy, a.u.: -641.61256
HOMO-LUMO gap, eV: 9.45
Strongest force on any atom, eV Å⁻¹: 3.3

Atomic partial charges in e from the Löwdin method, atoms 1 to 6:
1. H 0.087
2. N 0.078
3. C -0.331
4. N 0.017
5. C -0.419
6. N -0.382

***

Calculated energy above the lowest of the compared OMol25 structures with the same formula, charge and spin, 413.4, 107.0, 45.5, 453.3, 547.8, 187.6 kJ/mol (same order as the records).